# C3H8N4

A single C3H8N4 molecule at a distorted geometry (ωB97M-V with the def2-TZVPD basis set, the OMol25 dataset).

ORCA input file:
```
! RIJCOSX wB97M-V def2-TZVPD def2/J DEFGRID3
* xyz 0 1
N -2.068 -0.766 -0.511
C -0.850 -0.125 -0.360
C 0.286 -0.716 0.152
N 0.369 -2.022 0.637
C 1.290 0.269 0.552
N 1.040 1.566 0.514
N 0.938 2.239 -0.664
H -2.820 -0.166 -0.832
H -2.321 -1.380 0.253
H -0.813 0.702 -1.060
H 0.599 -2.082 1.623
H -0.439 -2.584 0.403
H 2.108 -0.050 1.213
H 1.128 3.229 -0.519
H 1.554 1.884 -1.398
*
```

## Properties
Orbital gap (alpha / beta) = 7.4669 / 7.0469 eV
HOMO energy (alpha / beta) = -6.9220 / -6.2324 eV